# 1
ORCA calculation (the ωB97M-V functional and the def2-TZVPD basis) on C22H48F2HgN3O13S2Ti as an isolated structure.

Energy, a.u.: -4008.09414
Frontier orbital gap (spin up / spin down), eV: 1.5 / 4.0
Expectation value of S²: 3.76
Total charge: -2
LUMO energy (spin up / spin down), eV: 3.04 / 2.97
Spin multiplicity: 4

CARTESIAN COORDINATES (ANGSTROEM)
Ti 0.27113 -0.42453 -0.30434
Hg -2.24441 0.04240 2.12536
O -1.89702 2.24514 3.40260
C -1.60077 3.08275 2.27763
C -0.85505 2.54844 0.95443
O -1.29362 1.36807 0.33797
H -0.95546 3.89767 2.60562
H -2.58652 3.49717 2.06628
H 0.22337 2.47708 1.09592
H -0.81478 3.33903 0.20513
O -0.71203 -1.63168 1.62384
C -0.73824 -2.56009 2.69980
C -1.07983 -2.04188 4.17870
O -2.00702 -0.96524 4.27280
H 0.09074 -3.26760 2.68195
H -1.56864 -3.25236 2.56088
H -0.16418 -1.72455 4.67770
H -1.31731 -2.82066 4.90340
N -4.19158 -0.61234 1.38446
S -4.59864 -1.76555 0.18415
O -5.09224 -1.31297 -1.10580
O -4.98651 -3.12572 0.56488
F -3.07900 -1.99427 -0.28101
S -5.62216 -0.18948 1.50418
O -6.65792 -1.13884 1.99666
O -6.08030 0.91099 0.69984
F -5.32932 0.60678 2.89521
N 0.83188 -0.19894 -3.06258
C 1.94702 -0.92023 -2.72586
C 2.61125 -0.16012 -1.73174
C 2.00051 1.08571 -1.69594
C 0.76984 0.98704 -2.36462
H 0.03982 -0.50248 -3.61086
H 2.15070 -1.91939 -3.08164
H 3.51928 -0.30281 -1.16471
H 2.48350 1.89725 -1.17201
H 0.01254 1.73681 -2.54000
N 6.38028 3.64041 -0.10187
C 5.54102 3.09102 0.81507
C 5.02766 1.93278 0.25987
C 5.76312 1.62188 -0.90980
C 6.49147 2.83692 -1.17484
H 6.80631 4.55524 -0.06106
H 5.37520 3.66561 1.71438
H 4.24718 1.26281 0.58906
H 5.55676 0.70905 -1.44885
H 7.10769 3.13220 -2.01118
C 3.18267 2.28362 4.33825
C 1.70069 2.21077 3.94518
O 1.18069 0.91410 3.86328
H 3.77725 1.76761 3.58440
H 3.28893 1.77293 5.29533
H 3.52830 3.31709 4.36229
H 1.57598 2.70311 2.98074
H 1.17536 2.78009 4.71200
H 1.33270 0.46034 3.03105
C -4.14940 3.19628 -1.66380
C -3.90961 1.82121 -2.15928
O -2.49917 1.63662 -2.28128
H -5.18275 3.50595 -1.50762
H -3.67500 3.87023 -2.37714
H -3.60418 3.20872 -0.72005
H -4.16958 1.74185 -3.21484
H -4.31321 1.02994 -1.52752
H -2.14356 1.61332 -1.38988
C -2.52357 -2.30863 -5.49483
C -2.94856 -0.90789 -4.94920
O -2.05771 -0.63691 -3.93960
H -2.57602 -3.02412 -4.67420
H -1.49534 -2.30331 -5.85653
H -3.16293 -2.73670 -6.26689
H -3.98526 -0.96616 -4.61760
H -2.94573 -0.13862 -5.72141
H -2.35167 0.15410 -3.48189
C 3.41293 -2.19470 1.51862
C 2.76910 -1.09201 2.33879
O 1.86750 -0.47424 1.56524
H 3.82380 -1.75470 0.60994
H 2.87302 -3.09733 1.23253
H 4.30404 -2.50569 2.06391
H 3.38895 -0.24182 2.62355
H 2.29884 -1.38772 3.27661
H 1.08579 -0.98088 1.79728
C 0.75224 -4.37275 -2.54696
C -0.29301 -4.12615 -1.48870
O -0.09707 -2.86847 -0.90785
H 0.74121 -5.38270 -2.95682
H 1.78107 -4.32742 -2.18977
H 0.59821 -3.58445 -3.28382
H -0.35770 -4.87335 -0.69775
H -1.29067 -4.18529 -1.92378
H -0.48328 -2.85438 -0.02908



# 2
ORCA calculation (the ωB97M-V functional and the def2-TZVPD basis) on C22H48NO14S as an isolated structure.

Energy, a.u.: -2372.48362
Frontier orbital gap, eV: 6.0
Total charge: -1
LUMO energy, eV: 2.20
Relative energy (zero: lowest compared OMol25 entry of this formula, charge and spin), kJ/mol: 1571.42

CARTESIAN COORDINATES (ANGSTROEM)
N -0.69595 -0.13793 -0.32201
H -0.93148 -0.02756 -1.15590
H -0.22479 -0.89509 -0.30652
H -1.39914 0.01003 0.28154
H -0.15707 0.60357 -0.06506
S -2.35724 2.66783 0.40064
O -3.33760 1.57336 0.72901
O -2.87350 3.96141 0.63369
O -1.22071 2.46899 1.19286
O -1.97652 2.49554 -1.00798
O 0.69729 -3.38116 1.84717
C 0.15483 -3.15829 0.76449
O 0.73002 -2.49377 -0.29163
C 1.89247 -1.65226 -0.09468
C 2.16929 -1.01163 -1.44197
C -1.21199 -3.70513 0.44837
H 2.65441 -2.27557 0.53878
H 1.72029 -0.83083 0.83836
H 1.97654 0.02214 -1.70326
H 1.56652 -1.61170 -2.18366
H 3.17630 -0.95488 -1.61641
H -1.87241 -4.04993 1.33133
H -1.05648 -4.56355 -0.19676
H -1.71425 -2.88958 -0.03382
O 2.00666 -0.03300 1.49167
C 2.86306 0.54427 2.13160
O 2.86036 1.80090 2.65290
C 1.62515 2.44204 2.82140
C 1.83652 3.60519 3.83241
C 4.14222 -0.22845 2.26051
H 0.81500 1.79674 3.19677
H 0.99516 2.58929 1.83036
H 2.79319 4.23874 3.59776
H 2.10345 3.03665 4.75385
H 1.02513 4.31245 4.19536
H 4.49082 -1.01290 1.44132
H 4.40079 -0.55689 3.21275
H 4.92191 0.45454 2.10242
O -0.45065 -0.06768 1.89021
C -1.03650 0.37103 2.84075
O -1.13443 -0.23294 4.11490
C -0.31406 -1.35759 4.46902
C -0.32705 -1.37622 5.94480
C -1.85078 1.60939 2.85259
H 0.88241 -1.31729 4.15002
H -0.86131 -2.14814 3.87689
H 0.46353 -0.64180 6.26783
H -0.01110 -2.45763 6.51244
H -1.24441 -1.31564 6.67856
H -2.57914 1.71891 3.64236
H -2.61782 1.41677 1.93374
H -1.26314 2.51695 2.69578
O 1.04619 -0.10686 -2.77751
C 2.13675 0.44252 -3.06718
O 2.15953 1.82477 -3.15964
C 1.06434 2.69366 -2.88869
C 1.42068 4.11193 -2.59902
C 3.37566 -0.43026 -3.21752
H 0.39365 2.31987 -2.15389
H 0.65829 2.52986 -3.84189
H 1.95483 4.43143 -3.46958
H 2.07196 4.08528 -1.81594
H 0.49800 4.62331 -2.35138
H 3.34260 -1.20809 -3.81934
H 3.57154 -0.61330 -2.17466
H 4.14625 0.14138 -3.75913
C -3.96386 -0.63005 -1.79659
C -3.90908 -1.52308 -0.51221
O -2.84389 -2.31657 -0.28226
C -5.07480 -1.52103 0.35163
H -3.84833 0.54045 -1.52284
H -4.74638 -0.79992 -2.42556
H -2.99894 -0.70075 -2.44487
H -5.97455 -1.26768 -0.20578
H -5.15465 -0.60492 1.13110
H -5.35858 -2.38158 0.99746
C 0.22000 -0.72176 -5.86424
C -0.27325 -1.93237 -4.96565
O -0.10410 -3.19137 -5.12349
C -1.10757 -1.45280 -3.70025
H 0.91147 -0.26000 -5.19949
H -0.63839 -0.14308 -6.30982
H 0.81074 -1.16411 -6.81673
H -0.85791 -2.19406 -2.80203
H -2.12687 -1.91742 -3.84820
H -1.04514 -0.53510 -3.54236



# 3
ORCA calculation (the ωB97M-V functional and the def2-TZVPD basis) on a 8-piece molecular cluster, C22H48O14S5 overall.

Energy, a.u.: -3911.05702
Frontier orbital gap, eV: 8.2
Total charge: 0
LUMO energy, eV: -0.02
Relative energy (zero: lowest compared OMol25 entry of this formula, charge and spin), kJ/mol: 513.47

CARTESIAN COORDINATES (ANGSTROEM)
C -0.25814 -1.12061 0.14546
C 0.48948 -2.23486 -0.70272
C 2.00432 -2.08569 -0.77054
O 2.50227 -3.36083 -0.48610
C 1.50899 -4.21582 -0.08470
O 1.64630 -5.43147 0.06825
O 0.32331 -3.54002 -0.22176
H -0.09939 -0.10076 -0.20498
H 0.12328 -1.25370 1.15783
H -1.33060 -1.28834 0.24450
H 0.16717 -2.16520 -1.74163
H 2.20646 -1.32924 -0.01225
H 2.47482 -1.71260 -1.68023
C -0.54997 4.54724 -4.01371
C -0.81405 3.09161 -3.62447
C -0.40736 2.05152 -4.67054
O 0.46126 1.30621 -4.00423
C 0.64132 1.75818 -2.80079
O 1.48169 1.12441 -2.09672
O 0.12836 2.91325 -2.57686
H 0.46675 4.90214 -4.18233
H -1.01080 5.13711 -3.22139
H -1.23682 4.80544 -4.81973
H -1.85259 2.80416 -3.46047
H 0.13901 2.48962 -5.50580
H -1.32251 1.57230 -5.01833
C -5.17486 -2.35273 4.34664
C -3.86923 -1.97662 5.12773
C -3.24732 -3.01528 5.95896
O -2.09206 -3.28057 5.16833
C -1.97422 -2.42319 4.07866
O -1.04996 -2.44508 3.27781
O -3.01087 -1.51532 4.12179
H -5.88284 -2.82836 5.02534
H -4.98985 -3.03645 3.51814
H -5.67519 -1.46905 3.95056
H -4.07639 -1.25328 5.91637
H -3.98250 -3.78115 6.20603
H -2.87085 -2.64501 6.91252
C 0.49662 1.89101 2.89148
S -0.68137 0.93907 3.94293
O -0.75938 1.34893 5.42686
C -2.25563 1.48072 3.15607
H 0.22641 1.85033 1.83628
H 1.44262 1.35168 2.84343
H 0.66182 2.93887 3.14207
H -2.54373 1.03818 2.20252
H -1.95754 2.51949 3.01389
H -3.12457 1.54111 3.81136
C -2.60762 -0.78407 -3.37232
S -3.14503 -2.50544 -3.61285
O -3.66752 -3.02745 -2.27442
C -4.52466 -2.38695 -4.74056
H -2.04709 -0.62174 -2.45169
H -3.50191 -0.16526 -3.29880
H -2.02432 -0.39530 -4.20702
H -4.83746 -3.29710 -5.25230
H -4.24685 -1.69504 -5.53566
H -5.39887 -2.00747 -4.21156
C -4.50180 2.67387 -1.67847
S -3.38540 2.01935 -0.34440
O -2.21836 1.31797 -1.01401
C -2.66228 3.70994 -0.13699
H -5.04918 3.57752 -1.41032
H -5.24541 1.93845 -1.98556
H -3.80204 2.85805 -2.49365
H -1.94387 4.06323 -0.87669
H -2.13655 3.77452 0.81565
H -3.23643 4.60936 0.08542
C 6.36461 -1.24090 -1.99831
S 6.92196 0.28426 -2.86246
O 5.69242 0.68281 -3.73002
C 7.13312 1.47491 -1.46122
H 6.87889 -2.08079 -2.46542
H 5.30465 -1.44878 -2.14449
H 6.67224 -1.21565 -0.95293
H 8.02441 1.48910 -0.83393
H 6.16937 1.38481 -0.96003
H 7.04331 2.47979 -1.87385
C 4.39573 -1.88886 2.17667
S 5.62116 -0.63156 1.56452
O 4.86477 0.58519 0.99516
C 6.22292 -0.19666 3.19842
H 4.82327 -2.45829 3.00192
H 4.02149 -2.51162 1.36413
H 3.46108 -1.46270 2.54126
H 7.02434 0.53329 3.31240
H 6.62863 -1.09446 3.66475
H 5.42263 0.11828 3.86809